1.
The following is a DFT calculation (ωB97M-V/def2-TZVPD) of a gas-phase ion, C2H8N3 (charge +1).

The geometry in ORCA input format:
```
! RIJCOSX wB97M-V def2-TZVPD def2/J DEFGRID3
* xyz 1 1
H 1.64 -1.43 -0.96
N 0.06 -0.89 0.33
H 1.53 0.35 -0.76
N -2.29 -0.65 0.04
H -2.17 -1.71 0.27
C -0.97 1.33 -0.02
H -1.02 1.76 0.98
H -1.91 1.61 -0.55
C 1.36 -0.59 -0.24
N -0.94 -0.16 0.15
H 2.07 -0.63 0.52
H -0.06 1.51 -0.60
H -0.02 -1.85 0.53
*
```

Output
Molar mass ... 74.11 g/mol
Electronic energy ... -6663.21508 eV
SMILES ... [H]/N=[N+](/C)NC
LUMO level (spin up / spin down) ... -5.836 / -5.801 eV
Kohn-Sham gap (spin up / spin down) ... 0.343 / 0.338 Ha
ΔE to the lowest compared entry with this formula, charge and spin ... 124.8 kcal/mol
E_HOMO (spin up / spin down) ... -15.158 / -15.010 eV
Max |F| ... 10.5 eV/Å



2.
The following is a DFT calculation (ωB97M-V/def2-TZVPD) of a molecular structure, C2H8N3O.

The geometry in ORCA input format:
```
! RIJCOSX wB97M-V def2-TZVPD def2/J DEFGRID3
* xyz 1 1
N 4.53 -3.96 -4.60
N -0.49 0.50 2.18
H -4.07 2.88 3.19
N -1.18 1.72 0.28
H 5.03 -3.94 -3.72
O -2.46 1.84 2.61
H -1.78 2.28 -0.28
H 0.31 -0.02 1.84
H -0.75 0.43 3.16
H -3.49 3.16 1.44
C -1.15 1.28 1.39
H 3.73 -4.57 -4.54
H 5.14 -4.25 -5.34
C -3.36 2.65 2.40
*
```

Output
Molar mass ... 90.11 g/mol
Electronic energy ... -8712.55374 eV
LUMO level ... -5.085 eV
Kohn-Sham gap ... 0.227 Ha
ΔE to the lowest compared entry with this formula, charge and spin ... 90.4 kcal/mol
E_HOMO ... -11.263 eV
Max |F| ... 2.0 eV/Å



3.
The following is a DFT calculation (ωB97M-V/def2-TZVPD) of a gas-phase ion, C2H8N3O (charge +1).

The geometry in ORCA input format:
```
! RIJCOSX wB97M-V def2-TZVPD def2/J DEFGRID3
* xyz 1 1
N -0.09 -1.60 -0.19
H 0.80 -1.90 0.16
H 2.43 -0.49 -0.26
H -0.50 1.75 0.16
C 1.65 0.03 0.27
H 1.58 1.15 0.25
H -0.88 -2.19 -0.26
O -2.31 -0.75 0.37
N -2.09 0.50 -0.09
C 0.15 -0.32 0.02
H 1.65 -0.24 1.34
H -2.49 1.14 0.57
H -2.24 0.69 -1.15
N -0.59 0.79 -0.12
*
```

Output
Molar mass ... 90.11 g/mol
Electronic energy ... -8710.47302 eV
SMILES ... CC(=[NH2+])N[NH2+][O-]
LUMO level ... -3.743 eV
Kohn-Sham gap ... 0.386 Ha
ΔE to the lowest compared entry with this formula, charge and spin ... 138.4 kcal/mol
E_HOMO ... -14.256 eV
Max |F| ... 3.7 eV/Å



4.
The following is a DFT calculation (ωB97M-V/def2-TZVPD) of 3 unconnected molecules or ions with the total composition C2H8N3O2.

The geometry in ORCA input format:
```
! RIJCOSX wB97M-V def2-TZVPD def2/J DEFGRID3
* xyz 1 1
H -3.88 1.16 0.82
O -1.78 0.94 0.87
O 1.28 0.27 -0.15
H 1.35 -3.24 -1.71
C 0.94 1.66 0.18
N 0.17 -1.37 0.99
H 1.33 2.08 1.21
C -2.87 0.64 1.20
H 2.27 -1.79 -1.73
N 1.33 -2.13 -1.59
H -2.98 0.05 2.04
H -0.15 1.77 0.21
N 0.63 -0.57 0.43
H 0.83 -1.71 -2.37
H 1.52 2.25 -0.40
*
```

Output
Molar mass ... 106.10 g/mol
Electronic energy ... -10756.44462 eV
LUMO level ... -4.270 eV
Kohn-Sham gap ... 0.368 Ha
ΔE to the lowest compared entry with this formula, charge and spin ... 166.5 kcal/mol
E_HOMO ... -14.278 eV
Max |F| ... 4.7 eV/Å



5.
The following is a DFT calculation (ωB97M-V/def2-TZVPD) of 2 unconnected molecules or ions with the total composition C2H8N3O3.

The geometry in ORCA input format:
```
! RIJCOSX wB97M-V def2-TZVPD def2/J DEFGRID3
* xyz 1 1
H 1.35 2.20 -0.10
O -1.26 -1.04 -0.11
N 1.90 -0.66 0.57
N -3.05 0.44 0.11
N -1.68 0.30 0.00
H 2.78 -1.13 0.33
C 1.48 0.30 -0.53
O -0.45 2.33 0.18
H 1.55 -0.15 -1.51
H -1.92 -1.52 -0.65
H 2.06 -0.11 1.43
C -0.77 1.20 0.03
H -3.37 0.68 1.04
O 2.03 1.52 -0.36
H 1.16 -1.36 0.72
H -3.45 1.05 -0.60
*
```

Output
Molar mass ... 122.10 g/mol
Electronic energy ... -12804.74650 eV
LUMO level ... -3.790 eV
Kohn-Sham gap ... 0.318 Ha
ΔE to the lowest compared entry with this formula, charge and spin ... 118.9 kcal/mol
E_HOMO ... -12.444 eV
Max |F| ... 4.7 eV/Å



6.
The following is a DFT calculation (ωB97M-V/def2-TZVPD) of C2H8N4 in the gas phase.

The geometry in ORCA input format:
```
! RIJCOSX wB97M-V def2-TZVPD def2/J DEFGRID3
* xyz 0 1
H 0.98 2.22 -0.17
H 2.44 -1.10 0.02
H -2.35 1.54 -0.36
N -0.57 0.05 -0.44
H -0.73 2.04 0.37
H -0.99 -2.03 -0.49
C 0.77 0.10 -0.02
N 1.46 -1.08 -0.01
H -1.68 0.53 1.08
H -2.30 -1.08 -0.15
H 1.08 -1.68 0.79
C -1.37 1.06 0.12
N -1.28 -1.25 0.16
N 1.41 1.23 0.05
*
```

Output
Molar mass ... 88.11 g/mol
Electronic energy ... -8161.37858 eV
SMILES ... [H]/N=C(/N)N(C)N
LUMO level ... 0.927 eV
Kohn-Sham gap ... 0.357 Ha
ΔE to the lowest compared entry with this formula, charge and spin ... 66.3 kcal/mol
E_HOMO ... -8.798 eV
Max |F| ... 4.8 eV/Å



7.
The following is a DFT calculation (ωB97M-V/def2-TZVPD) of a molecular structure, C2H8N4.

The geometry in ORCA input format:
```
! RIJCOSX wB97M-V def2-TZVPD def2/J DEFGRID3
* xyz 0 1
H -3.15 0.28 0.23
N -1.19 0.49 0.48
C -0.06 -0.03 0.07
H 2.73 1.44 -0.12
N -2.34 0.50 -0.34
H 2.27 0.90 1.36
N 0.80 1.02 -0.01
C 0.25 -1.45 -0.26
H -2.24 -0.15 -1.12
N 2.15 0.76 0.36
H -0.24 1.65 0.39
H 1.23 -1.70 0.14
H -0.50 -2.12 0.17
H 0.29 -1.58 -1.34
*
```

Output
Molar mass ... 88.11 g/mol
Electronic energy ... -8160.12368 eV
LUMO level ... 1.125 eV
Kohn-Sham gap ... 0.327 Ha
ΔE to the lowest compared entry with this formula, charge and spin ... 95.2 kcal/mol
E_HOMO ... -7.781 eV
Max |F| ... 2.4 eV/Å



8.
The following is a DFT calculation (ωB97M-V/def2-TZVPD) of 2 unconnected molecules or ions with the total composition C2H8N4O.

The geometry in ORCA input format:
```
! RIJCOSX wB97M-V def2-TZVPD def2/J DEFGRID3
* xyz 2 1
H 2.58 -1.34 -0.94
H 2.73 -0.43 1.16
H -2.10 -1.43 1.05
H -3.40 0.37 0.90
H 1.57 0.90 1.66
N 1.89 0.17 0.96
H 1.09 -1.13 -1.84
O -3.03 0.01 0.04
H -0.56 2.21 -0.94
C 1.15 -0.18 -0.06
C -0.26 0.36 -0.13
H -2.08 1.06 -0.83
N 1.60 -1.04 -1.01
N -2.11 -0.85 0.11
N -0.95 1.29 -0.73
*
```

Output
Molar mass ... 104.11 g/mol
Electronic energy ... -10188.58166 eV
LUMO level (spin up / spin down) ... -10.097 / -10.196 eV
Kohn-Sham gap (spin up / spin down) ... 0.313 / 0.311 Ha
ΔE to the lowest compared entry with this formula, charge and spin ... 97.1 kcal/mol
E_HOMO (spin up / spin down) ... -18.621 / -18.646 eV
Max |F| ... 4.1 eV/Å



9.
The following is a DFT calculation (ωB97M-V/def2-TZVPD) of C2H8N4O2 in the gas phase.

The geometry in ORCA input format:
```
! RIJCOSX wB97M-V def2-TZVPD def2/J DEFGRID3
* xyz 0 1
H -0.14 -2.92 -1.43
O -1.19 1.58 0.29
N 0.08 -0.93 -1.50
H -0.33 -0.61 -2.37
H -0.42 1.79 -0.52
H -0.51 2.02 2.19
H -1.18 0.37 1.91
N 0.91 0.67 1.37
H -1.40 -2.07 -0.77
C 0.79 0.00 -0.80
C -0.63 1.21 1.46
H 0.88 -1.27 0.78
N 1.22 -0.37 0.44
O 0.84 1.17 -1.25
H 1.49 1.46 1.08
N -0.40 -2.10 -0.88
*
```

Output
Molar mass ... 120.11 g/mol
Electronic energy ... -12256.90335 eV
SMILES ... NNC(=O)NNCO
LUMO level ... 0.669 eV
Kohn-Sham gap ... 0.358 Ha
ΔE to the lowest compared entry with this formula, charge and spin ... 95.8 kcal/mol
E_HOMO ... -9.069 eV
Max |F| ... 3.9 eV/Å



10.
The following is a DFT calculation (ωB97M-V/def2-TZVPD) of a molecular structure, C2H8N4O2S.

The geometry in ORCA input format:
```
! RIJCOSX wB97M-V def2-TZVPD def2/J DEFGRID3
* xyz 0 1
H 0.73 1.92 -0.77
C -2.58 0.44 -0.44
C 0.85 -1.12 0.69
H -2.43 1.49 -0.29
H 0.71 -1.86 2.64
H 2.10 -1.30 2.21
H -2.81 -0.17 0.44
O 3.09 -0.56 0.16
N -0.19 2.16 -0.52
O -0.81 -0.41 -2.15
N 1.66 -0.56 -0.15
S -0.87 -0.07 -0.80
H -0.50 2.75 -1.29
H 3.49 0.02 -0.58
H -3.23 -0.04 -1.33
N 1.25 -1.73 1.84
N -0.45 -0.97 0.34
*
```

Output
Molar mass ... 152.18 g/mol
Electronic energy ... -23088.57186 eV
LUMO level ... -0.751 eV
Kohn-Sham gap ... 0.289 Ha
ΔE to the lowest compared entry with this formula, charge and spin ... 54.4 kcal/mol
E_HOMO ... -8.614 eV
Max |F| ... 4.8 eV/Å



11.
The following is a DFT calculation (ωB97M-V/def2-TZVPD) of a gas-phase ion, C2H8N5 (charge +1).

The geometry in ORCA input format:
```
! RIJCOSX wB97M-V def2-TZVPD def2/J DEFGRID3
* xyz 1 1
H -2.46 0.54 1.19
H -0.89 1.30 -0.14
C -1.83 -0.14 0.79
N 1.12 -0.55 0.32
H 3.10 0.09 0.77
H 0.02 -0.95 -1.43
H -1.13 -0.61 1.46
H -1.64 0.30 -1.21
N -1.07 0.37 -0.43
N 2.24 0.38 0.31
H 1.29 -1.30 0.95
H -2.48 -1.03 0.54
N 2.18 1.06 -0.86
C 0.39 -0.25 -0.76
N 1.16 0.79 -1.50
*
```

Output
Molar mass ... 102.12 g/mol
Electronic energy ... -9643.96765 eV
SMILES ... C[NH2+][C@H]1N=NNN1
LUMO level (spin up / spin down) ... -3.256 / -3.256 eV
Kohn-Sham gap (spin up / spin down) ... 0.384 / 0.384 Ha
ΔE to the lowest compared entry with this formula, charge and spin ... 92.5 kcal/mol
E_HOMO (spin up / spin down) ... -13.718 / -13.719 eV
Max |F| ... 5.4 eV/Å



12.
The following is a DFT calculation (ωB97M-V/def2-TZVPD) of 2 unconnected molecules or ions with the total composition C2H8N5.

The geometry in ORCA input format:
```
! RIJCOSX wB97M-V def2-TZVPD def2/J DEFGRID3
* xyz 1 1
N -1.65 0.84 1.13
H 0.35 -0.07 -2.70
C 0.76 -1.70 0.42
N -0.60 1.51 1.29
N -0.27 0.38 -1.99
H 1.82 -1.65 0.44
H -1.30 0.14 -2.39
H -0.27 1.37 -2.29
N -1.30 -0.40 0.86
C 0.10 -0.45 0.86
H 0.36 -2.43 1.17
N 0.57 0.77 1.20
H 0.35 -1.89 -0.48
H -0.45 2.50 1.18
H 1.53 1.08 1.29
*
```

Output
Molar mass ... 102.12 g/mol
Electronic energy ... -9645.06188 eV
LUMO level ... -4.546 eV
Kohn-Sham gap ... 0.374 Ha
ΔE to the lowest compared entry with this formula, charge and spin ... 67.3 kcal/mol
E_HOMO ... -14.726 eV
Max |F| ... 4.4 eV/Å



Question: Which value of molar mass does entry 4 give?
Answer: 106.10 g/mol



Question: What is the molar mass in the sixth record?
Answer: 88.11 g/mol